1.
Computed, not measured: a structure of composition C37H57ILaN5OP2Si3, with ωB97M-V/def2-TZVPD.

## Properties
* charge: -2

Last column: Mulliken charge in e.
Positions of all 107 atoms, in Å:
La: -1.8656 -1.1627 -0.4096  1.438
C: -4.0690 1.8485 -2.3147  -1.185
Si: -2.6099 1.2739 -3.3481  0.177
C: -3.2845 0.1232 -4.6798  -0.926
C: -1.9629 2.8203 -4.2332  -1.175
N: -1.4645 0.5502 -2.3158  0.376
P: 0.1220 0.2846 -2.3618  1.511
C: 0.7236 -0.5735 -1.0624  -1.455
P: 1.4447 0.0744 0.2890  -0.141
N: 0.6968 1.1381 1.2020  0.410
Si: 1.0575 2.3702 2.2839  0.592
C: -0.4929 3.2963 2.8282  -1.431
C: 1.8473 1.8034 3.9082  -1.215
C: 2.1870 3.7214 1.5661  -0.980
C: 1.9687 -1.3393 1.3473  0.394
C: 1.4387 -1.5035 2.6156  0.370
C: 1.8122 -2.5848 3.4087  -0.786
C: 2.7254 -3.5103 2.9353  -0.780
C: 3.2616 -3.3573 1.6583  -0.647
C: 2.8837 -2.2822 0.8741  -0.623
C: 3.1571 0.7308 -0.0511  0.247
C: 3.9712 1.1408 1.0041  -0.304
C: 5.2575 1.6051 0.7886  -0.701
C: 5.7648 1.6648 -0.5051  -0.655
C: 4.9794 1.2330 -1.5624  -0.578
C: 3.6958 0.7553 -1.3284  0.023
C: 0.5664 -0.6370 -3.8945  0.027
C: 1.2920 -1.8149 -3.7987  -0.825
C: 1.5992 -2.5528 -4.9336  -0.589
C: 1.1867 -2.1177 -6.1824  -0.580
C: 0.4584 -0.9386 -6.2930  -0.981
C: 0.1521 -0.2120 -5.1540  -0.290
C: 0.8876 1.9430 -2.6575  0.907
C: 0.5988 2.9315 -1.7178  -0.310
C: 1.1693 4.1900 -1.8085  -0.582
C: 2.0342 4.4906 -2.8540  -0.778
C: 2.3289 3.5187 -3.7962  -0.719
C: 1.7656 2.2534 -3.6913  -0.418
H: -4.9167 2.1288 -2.9426  0.382
H: -3.7985 2.7194 -1.7133  0.226
H: -4.3823 1.0481 -1.6406  0.124
H: -4.3389 0.3429 -4.8593  0.418
H: -3.2022 -0.9172 -4.3676  0.154
H: -2.7544 0.2317 -5.6277  0.293
H: -2.7049 3.1359 -4.9728  0.479
H: -1.0151 2.6783 -4.7497  0.315
H: -1.8143 3.6409 -3.5300  0.256
H: -1.2455 2.6618 3.2956  0.308
H: -0.9724 3.7928 1.9812  0.256
H: -0.2080 4.0700 3.5447  0.338
H: 1.2334 1.0391 4.3856  0.212
H: 1.9169 2.6527 4.5935  0.389
H: 2.8504 1.3898 3.7857  0.374
H: 2.3533 3.5749 0.4996  0.140
H: 3.1673 3.7474 2.0457  0.341
H: 1.7209 4.6988 1.7064  0.420
H: 0.6982 -0.8001 2.9646  0.749
H: 1.3723 -2.7039 4.3914  0.300
H: 3.0107 -4.3569 3.5498  0.372
H: 3.9702 -4.0814 1.2738  0.361
H: 3.2862 -2.1667 -0.1264  0.330
H: 3.5920 1.0956 2.0218  0.203
H: 5.8648 1.9222 1.6285  0.403
H: 6.7681 2.0345 -0.6832  0.332
H: 5.3638 1.2565 -2.5753  0.438
H: 3.1070 0.3638 -2.1454  0.312
H: 1.5871 -2.1413 -2.8076  0.331
H: 2.1476 -3.4814 -4.8363  0.410
H: 1.4175 -2.7002 -7.0667  0.342
H: 0.1181 -0.5939 -7.2618  0.417
H: -0.4238 0.6975 -5.2556  0.567
H: -0.0599 2.6967 -0.8900  0.128
H: 0.9467 4.9353 -1.0545  0.428
H: 2.4831 5.4746 -2.9258  0.346
H: 3.0080 3.7398 -4.6120  0.370
H: 2.0241 1.4967 -4.4224  0.319
N: -0.3969 -3.5492 0.2176  -0.513
H: -0.5642 -4.2281 -0.5152  0.261
H: -0.8026 -3.8556 1.0944  0.199
H: 0.5958 -3.3954 0.3484  0.080
N: -3.4006 1.0637 1.8257  -0.937
N: -2.4712 1.2589 0.7116  0.285
H: -4.0866 0.4268 1.4056  0.268
H: -2.9028 0.4278 2.4529  0.270
H: -1.5527 1.5033 1.0856  -0.327
H: -2.8014 2.0660 0.1927  0.193
C: -1.2249 -1.8885 6.1371  -0.925
Si: -2.1623 -2.9569 4.9068  -0.111
C: -3.9585 -3.0305 5.4522  -1.074
C: -1.4591 -4.6985 4.9676  -0.935
C: -2.0270 -2.2660 3.2499  -0.353
C: -1.9276 -1.8112 2.1104  0.232
H: -1.2024 -2.3613 7.1234  0.294
H: -1.6991 -0.9119 6.2347  0.324
H: -0.1977 -1.7180 5.8129  0.260
H: -4.0391 -3.3818 6.4840  0.278
H: -4.5270 -3.7031 4.8106  0.292
H: -4.4184 -2.0460 5.3834  0.286
H: -1.4340 -5.0883 5.9882  0.315
H: -0.4477 -4.7147 4.5633  0.232
H: -2.0636 -5.3709 4.3576  0.304
I: -2.4090 -3.3838 -2.6141  -0.716
C: -5.2005 -1.7924 -0.0245  -1.032
O: -4.1029 -0.9924 -0.2923  0.210
H: -6.1446 -1.2184 0.0179  0.224
H: -5.0963 -2.3080 0.9474  0.179
H: -5.3304 -2.5742 -0.7921  0.235



2.
Computed, not measured: a cluster of 6 separate species, C37H57IN5O4P in total at a distorted geometry, with ωB97M-V/def2-TZVPD.

## Properties
* SMILES: C#CP(O)(I)(CCCCCCCCCCCCOC)CC(=O)O.c1cc[nH]c1.c1cc[nH]c1.c1cc[nH]c1.c1cc[nH]c1.c1cc[nH]c1
* charge: 0

Last column: Mulliken charge in e.
Positions of all 105 atoms, in Å:
C: -1.6397 6.5745 4.5089  1.038
C: -0.9784 5.9049 3.7625  -1.466
P: -0.0376 4.8418 2.6906  0.648
O: 0.8631 6.2553 2.2810  -0.775
I: -1.5034 2.9138 3.5187  -0.304
C: -0.6494 4.6561 0.9544  -1.366
C: 0.1037 3.5981 0.1214  -0.643
C: -0.5466 2.1886 0.1445  0.277
C: -0.4355 1.4423 -1.1781  -0.804
C: -1.2866 0.1599 -1.1283  -0.638
C: -0.8873 -0.8200 -0.0109  -0.501
C: -2.0739 -1.2542 0.8594  -0.875
C: -1.5682 -2.0505 2.0877  -0.640
C: -1.2798 -1.0632 3.2336  0.378
C: -1.3759 -1.6497 4.6487  -1.152
C: -0.7483 -3.0370 4.8376  -0.992
C: 0.6630 -3.1830 4.2979  0.129
O: 1.5728 -2.3458 4.9807  -0.420
C: 2.2388 -1.4209 4.1500  -0.167
C: 1.5331 3.9844 3.2430  -0.468
C: 1.4623 3.2599 4.5685  0.272
O: 1.8193 2.1222 4.6396  -0.509
O: 1.0031 3.9236 5.6609  -0.467
H: -2.3874 6.9298 5.1600  0.467
H: 1.6196 6.0231 1.7339  0.297
H: -0.4493 5.6104 0.4789  0.514
H: -1.7282 4.5306 0.9367  0.648
H: 1.1388 3.4786 0.4459  0.311
H: 0.1555 3.9274 -0.9142  0.530
H: -0.1196 1.6463 0.9845  -0.187
H: -1.5972 2.3198 0.4026  0.289
H: -0.8959 2.0905 -1.9274  0.390
H: 0.5904 1.2402 -1.4848  0.309
H: -1.2304 -0.3609 -2.0832  0.004
H: -2.3257 0.4766 -1.0296  0.403
H: -0.1312 -0.4212 0.6675  0.272
H: -0.4338 -1.6889 -0.4857  0.431
H: -2.6949 -1.9024 0.2371  0.291
H: -2.6844 -0.4006 1.1471  0.451
H: -2.2995 -2.8066 2.3651  0.400
H: -0.6741 -2.5568 1.7290  0.138
H: -0.3390 -0.5522 3.0386  -0.259
H: -2.0459 -0.2939 3.1636  0.397
H: -2.4211 -1.6728 4.9565  0.385
H: -0.8679 -0.9787 5.3436  0.362
H: -1.4166 -3.8190 4.4814  0.363
H: -0.6772 -3.2033 5.9154  0.447
H: 0.6792 -2.9480 3.2312  -0.068
H: 0.9595 -4.2325 4.3820  0.363
H: 1.5885 -0.5553 3.9995  -0.034
H: 2.5125 -1.8207 3.1706  0.106
H: 3.1467 -1.0530 4.6178  0.299
H: 2.3264 4.7256 3.2854  0.655
H: 1.7802 3.2399 2.4924  0.165
H: 0.2225 3.4478 5.9669  0.311
N: -2.2455 2.4543 8.2297  0.129
C: -3.3777 2.4322 8.9974  -0.464
C: -3.0147 2.7029 10.2892  -0.439
C: -1.6076 2.9009 10.3012  -0.477
C: -1.1628 2.7432 9.0167  -0.411
H: -2.2140 2.2845 7.2412  0.150
H: -4.3392 2.2256 8.5595  0.372
H: -3.6827 2.7545 11.1326  0.382
H: -0.9938 3.1326 11.1554  0.387
H: -0.1728 2.8103 8.5969  0.370
N: -0.2272 -2.2629 -6.3423  0.103
C: -1.5063 -1.8468 -6.0848  -0.996
C: -1.4375 -0.7675 -5.2433  -0.091
C: -0.0630 -0.5206 -4.9874  -0.458
C: 0.6569 -1.4577 -5.6811  -0.600
H: 0.0248 -3.0393 -6.9274  0.172
H: -2.3513 -2.3546 -6.5206  0.484
H: -2.2783 -0.2158 -4.8559  0.459
H: 0.3496 0.2569 -4.3659  0.482
H: 1.7181 -1.6206 -5.7606  0.432
N: 1.4769 -5.1481 -9.1569  0.002
C: 1.4427 -4.2564 -10.1964  -0.554
C: 2.6015 -3.5289 -10.1647  -0.308
C: 3.3695 -4.0022 -9.0662  -0.334
C: 2.6513 -5.0010 -8.4666  -0.565
H: 0.7541 -5.8075 -8.9364  0.190
H: 0.5995 -4.2172 -10.8646  0.383
H: 2.8709 -2.7453 -10.8526  0.405
H: 4.3381 -3.6493 -8.7540  0.406
H: 2.8710 -5.6179 -7.6118  0.375
N: -2.6943 0.5950 -8.3669  0.070
C: -4.0185 0.9367 -8.3745  -0.412
C: -4.1314 2.1776 -8.9433  -0.472
C: -2.8223 2.5992 -9.2977  -0.462
C: -1.9597 1.6001 -8.9312  -0.424
H: -2.3184 -0.2624 -8.0013  0.199
H: -4.7640 0.2704 -7.9745  0.357
H: -5.0493 2.7220 -9.0900  0.393
H: -2.5462 3.5284 -9.7675  0.387
H: -0.8900 1.5187 -9.0219  0.373
N: 3.9488 -3.6763 1.2850  0.046
C: 5.0300 -3.5103 0.4618  -0.546
C: 6.1605 -3.6823 1.2142  -0.382
C: 5.7452 -3.9680 2.5437  -0.613
C: 4.3770 -3.9592 2.5538  -0.290
H: 2.9895 -3.6023 1.0018  0.198
H: 4.9010 -3.2843 -0.5829  0.384
H: 7.1730 -3.6125 0.8532  0.392
H: 6.3793 -4.1582 3.3933  0.414
H: 3.6720 -4.1281 3.3506  0.393



| no. | orbital gap (eV) | HOMO energy (eV) | DFT total energy (Eh) |
| --- | --- | --- | --- |
| 1 | 6.50 | -2.2 | -3673.8944 |
| 2 | 8.46 | -8.2 | -2657.7135 |